# 1
Molecular formula: C16H34N2O4
Method: DFT, the ωB97M-V functional and the def2-TZVPD basis

Geometry as ORCA input:
```
! wB97M-V def2-TZVPD RIJCOSX def2/J DEFGRID3
* xyz 1 2
C 0.99 1.98 1.03
O -0.31 2.58 0.77
C -0.23 3.97 0.49
N -0.55 4.87 1.66
C -1.37 4.23 2.75
C -2.82 3.73 2.31
C -3.62 4.73 1.34
C -4.21 3.95 0.04
O -5.43 3.23 0.33
C -5.16 1.93 0.83
O -4.40 1.09 0.29
H 0.85 1.31 1.96
H 1.20 1.25 0.16
H 1.84 2.72 1.21
H -0.93 4.24 -0.38
H 0.82 4.27 0.12
H 0.36 5.13 2.09
H -0.94 5.76 1.30
H -1.47 5.01 3.59
H -0.71 3.40 3.20
H -3.45 3.57 3.26
H -2.74 2.69 1.83
H -3.05 5.66 1.01
H -4.54 5.09 1.93
H -4.47 4.78 -0.72
H -3.41 3.30 -0.47
H -5.64 1.62 1.83
C 2.24 -5.35 -0.45
C 1.56 -4.01 -0.08
C 0.19 -3.83 -0.78
C 0.25 -3.41 -2.23
C 1.14 -2.18 -2.39
C 2.54 -2.40 -1.80
N 2.51 -2.89 -0.38
O 2.15 -1.84 0.40
C 3.30 -3.38 -2.72
C 3.36 -1.09 -1.94
C 1.25 -4.19 1.43
H 2.96 -5.29 -1.26
H 2.81 -5.75 0.39
H 1.50 -6.11 -0.74
H -0.40 -3.08 -0.24
H -0.39 -4.76 -0.70
H 0.61 -4.23 -2.86
H -0.76 -3.17 -2.59
H 1.21 -1.92 -3.45
H 0.65 -1.32 -1.91
H 4.27 -3.65 -2.30
H 3.49 -2.93 -3.70
H 2.74 -4.30 -2.94
H 2.88 -0.24 -1.44
H 3.47 -0.81 -2.99
H 4.37 -1.21 -1.52
H 2.16 -4.25 2.02
H 0.68 -5.11 1.59
H 0.63 -3.38 1.83
*
```

The LUMO energy (alpha / beta) comes out at -3.4 / -3.4 eV. The expectation value of S² is 0.754. As for the maximum force: 4.51 eV/Å. The HOMO energy (alpha / beta) comes out at -10.698 / -11.374 eV. Its HOMO-LUMO gap (alpha / beta) is 7.345 / 8.021 eV.

Here are the Mulliken charges for atoms 1 to 6, given in e: C -0.63; O -0.25; C -0.59; N -0.05; C -0.86; C -0.44

=====

# 2
Molecular formula: C16H34N3OPReSSi
Method: DFT, the ωB97M-V functional and the def2-TZVPD basis

Geometry as ORCA input:
```
! wB97M-V def2-TZVPD RIJCOSX def2/J DEFGRID3
* xyz 0 4
Re 0.03 -0.14 -0.23
Si 0.18 -2.35 -1.55
P 0.54 1.04 -2.34
N -1.72 -0.06 -0.44
H 0.68 1.33 0.55
C 0.87 2.87 -2.30
H 1.02 3.30 -3.31
H 1.77 3.05 -1.68
H 0.02 3.36 -1.80
C 1.98 0.43 -3.34
H 2.12 1.04 -4.25
H 1.79 -0.62 -3.61
H 2.89 0.48 -2.72
C -0.85 0.92 -3.54
H -0.62 1.45 -4.48
H -1.75 1.36 -3.08
H -1.05 -0.14 -3.74
C 1.91 -3.18 -1.73
H 2.36 -3.38 -0.74
H 2.61 -2.52 -2.28
H 1.85 -4.13 -2.29
H -0.69 -3.46 -1.00
H -0.32 -2.30 -2.99
C -3.07 -0.14 -0.67
C -5.34 0.69 -0.33
C -3.96 0.79 -0.09
C -3.59 -1.17 -1.50
C -4.96 -1.26 -1.74
C -5.84 -0.33 -1.15
H -6.02 1.42 0.12
H -3.55 1.58 0.54
H -2.88 -1.89 -1.94
H -5.35 -2.06 -2.38
H -6.92 -0.40 -1.34
C 3.23 -0.29 0.51
O 2.23 -0.53 -0.19
C 3.09 0.37 1.85
H 4.00 0.91 2.14
H 2.88 -0.39 2.62
H 2.20 1.04 1.79
C 4.60 -0.65 -0.01
H 5.19 0.28 -0.16
H 4.51 -1.19 -0.96
H 5.14 -1.26 0.73
C 1.31 0.19 4.95
N 0.70 -0.72 4.00
C -0.14 -0.35 2.89
S -0.37 -1.47 1.74
N -0.92 0.85 2.86
C -1.36 1.59 4.02
H 1.11 1.25 4.71
H 2.41 0.06 4.93
H 0.95 -0.05 5.98
H 0.99 -1.70 4.08
H -1.35 1.13 1.96
H -0.97 2.63 3.98
H -2.47 1.62 4.03
H -1.07 1.10 4.97
*
```

The LUMO energy (alpha / beta) comes out at 0.4 / -0.7 eV. The expectation value of S² is 3.792. As for the maximum force: 3.00 eV/Å. The HOMO energy (alpha / beta) comes out at -4.132 / -7.199 eV. Its HOMO-LUMO gap (alpha / beta) is 4.518 / 6.481 eV.

Here are the Mulliken charges for atoms 1 to 6, given in e: Re -0.20; Si 0.67; P 0.83; N 0.26; H -0.24; C -1.26

=====

# 3
Molecular formula: C16H34NO2OsP2Si
Method: DFT, the ωB97M-V functional and the def2-TZVPD basis

Geometry as ORCA input:
```
! wB97M-V def2-TZVPD RIJCOSX def2/J DEFGRID3
* xyz 1 5
C 0.98 -1.15 -3.99
C 0.98 -0.88 -2.63
N -0.14 -0.89 -1.91
C -1.32 -1.11 -2.49
C -1.39 -1.43 -3.84
C -0.23 -1.48 -4.60
C 2.26 -0.84 -1.85
P 2.13 -0.32 -0.08
Os -0.02 -0.67 0.18
P -2.31 -0.14 -0.07
C -2.59 -1.03 -1.68
O 2.95 3.72 -4.17
O -1.61 3.07 -2.42
H 1.95 -1.14 -4.51
H -2.40 -1.63 -4.21
H -0.29 -1.74 -5.67
C 3.12 -1.73 0.49
C 3.05 1.18 0.20
H -3.32 -0.43 -2.24
H -2.98 -2.04 -1.42
H 3.02 -0.27 -2.35
H 2.65 -1.86 -1.82
C -3.38 -0.92 1.15
C -3.06 1.48 -0.40
H -1.03 2.90 -3.16
H -1.34 3.92 -1.99
H 2.47 3.55 -3.35
H 2.90 2.82 -4.57
H -0.29 -2.26 0.50
H -0.85 0.37 1.26
H 4.12 -1.67 0.05
H 3.13 -1.66 1.57
H 2.61 -2.65 0.15
H 4.12 0.97 0.14
H 2.76 1.95 -0.53
H 2.77 1.50 1.21
H -4.10 1.32 -0.73
H -3.07 2.09 0.52
H -2.50 2.02 -1.19
H -4.43 -0.74 0.89
H -3.16 -1.99 1.16
H -3.14 -0.48 2.12
C 1.59 -0.86 5.78
Si 0.09 0.04 5.13
C -1.49 -0.83 5.69
C 0.02 1.81 5.77
C 0.38 -0.10 3.28
C 0.09 -0.16 2.05
H 1.69 -0.90 6.87
H 2.48 -0.36 5.36
H 1.58 -1.88 5.38
H -1.58 -0.93 6.78
H -2.39 -0.31 5.34
H -1.53 -1.85 5.27
H 0.89 2.37 5.41
H -0.87 2.34 5.41
H 0.02 1.91 6.87
*
```

The LUMO energy (alpha / beta) comes out at -3.0 / -5.4 eV. The expectation value of S² is 6.054. As for the maximum force: 3.75 eV/Å. The HOMO energy (alpha / beta) comes out at -7.016 / -11.624 eV. Its HOMO-LUMO gap (alpha / beta) is 4.000 / 6.210 eV.

Here are the Mulliken charges for atoms 1 to 6, given in e: C -0.57; C 0.49; N -0.16; C 0.61; C -0.61; C -0.81

=====

# 4
Molecular formula: C16H35AlBeClCsFMgN4O11P
Method: DFT, the ωB97M-V functional and the def2-TZVPD basis

Geometry as ORCA input:
```
! wB97M-V def2-TZVPD RIJCOSX def2/J DEFGRID3
* xyz 2 1
C 10.02 -0.34 0.12
O 9.35 0.89 -0.09
C 9.00 1.49 1.14
C 8.24 2.79 0.83
C 6.68 2.62 1.23
C 5.76 3.15 0.00
C 4.40 2.45 -0.04
C 3.26 3.21 0.67
C 2.00 3.37 -0.19
C 0.73 2.69 0.38
C -0.41 3.69 0.50
C -1.59 3.20 1.34
C -2.49 2.20 0.59
N -2.38 0.86 1.25
C -3.29 -0.05 0.82
N -3.50 -0.43 -0.41
N -4.07 -0.65 1.77
O -3.26 -1.18 2.85
C -3.38 -0.39 3.86
N -3.23 0.51 4.59
H 11.10 -0.18 0.15
H 9.80 -1.04 -0.67
H 9.74 -0.80 1.06
H 9.86 1.67 1.78
H 8.34 0.80 1.66
H 8.72 3.65 1.38
H 8.35 2.98 -0.27
H 6.41 1.58 1.34
H 6.48 3.18 2.18
H 6.29 2.89 -0.93
H 5.66 4.25 0.11
H 4.49 1.45 0.37
H 4.16 2.33 -1.09
H 3.63 4.22 0.87
H 3.07 2.74 1.62
H 2.19 3.02 -1.20
H 1.78 4.43 -0.30
H 1.01 2.29 1.35
H 0.43 1.84 -0.24
H -0.80 3.98 -0.47
H -0.02 4.58 0.99
H -1.21 2.69 2.22
H -2.18 4.03 1.69
H -2.26 2.17 -0.47
H -3.50 2.55 0.73
H -1.43 0.49 1.24
H -3.79 -1.40 -0.58
H -3.48 0.18 -1.22
H -4.57 -1.42 1.34
O -4.57 -3.01 -1.40
H -4.09 -3.04 -2.23
Al -4.49 -4.72 -2.49
Cl -4.30 2.48 3.29
O -3.89 -9.67 -1.96
P -5.10 -8.77 -2.08
O -4.83 -7.52 -2.96
O -5.49 -8.39 -0.67
O -6.21 -9.60 -2.67
C -9.01 -5.50 -1.47
O -7.70 -5.62 -0.94
H -9.30 -6.44 -1.92
H -9.77 -5.21 -0.74
H -8.92 -4.73 -2.23
H -7.47 -4.76 -0.58
Cs 7.39 5.19 1.10
C -6.96 -3.98 -4.94
O -5.75 -4.42 -4.91
O -7.54 -3.94 -3.71
O -7.56 -3.63 -5.93
H -6.77 -4.30 -3.25
Mg 11.05 3.80 -0.82
F -4.33 4.31 2.14
Be -4.48 2.21 5.53
*
```

The LUMO energy comes out at -9.4 eV. As for the maximum force: 6.62 eV/Å. The HOMO energy comes out at -10.999 eV. Its HOMO-LUMO gap is 1.580 eV.

Here are the Mulliken charges for atoms 1 to 6, given in e: C -0.77; O -0.24; C -1.21; C -0.58; C -1.65; C -0.22

=====

Which of these has the highest maximum force?
C16H35AlBeClCsFMgN4O11P